Below is a structure of composition C23H49N2O2P3W at a distorted geometry, with properties calculated with ωB97M-V/def2-TZVPD.

Geometry (Å):
W -1.129 -0.867 -0.783
P 0.993 -0.756 -1.787
P -1.003 1.225 0.420
P -2.737 -0.395 -2.481
H -1.641 -3.068 3.172
C -1.890 -3.902 2.511
C -0.974 -4.785 2.112
H 0.071 -4.788 2.457
C 2.445 -0.588 -0.680
C 1.270 0.655 -2.886
C 1.300 -2.179 -2.858
C -2.292 1.539 1.649
C 0.560 1.546 1.309
C -1.074 2.680 -0.696
C -3.291 -1.795 -3.489
C -2.458 0.917 -3.696
C -4.217 0.122 -1.518
H -2.944 -4.120 2.370
H -1.220 -5.728 1.600
H 2.264 -0.848 0.377
H 2.794 0.461 -0.718
H 3.246 -1.235 -1.078
H 1.721 1.475 -2.324
H 0.356 1.005 -3.368
H 1.974 0.311 -3.647
H 1.506 -3.091 -2.283
H 2.172 -1.918 -3.477
H 0.446 -2.369 -3.520
H -2.358 2.612 1.861
H -2.081 1.014 2.586
H -3.267 1.201 1.287
H 0.423 2.351 2.042
H 1.356 1.857 0.627
H 0.911 0.660 1.844
H -1.327 3.567 -0.111
H -1.824 2.565 -1.475
H -0.111 2.851 -1.177
H -3.715 -1.414 -4.419
H -4.046 -2.377 -2.955
H -2.441 -2.441 -3.724
H -3.223 0.835 -4.480
H -1.478 0.806 -4.170
H -2.526 1.920 -3.257
H -5.091 0.055 -2.184
H -4.115 1.156 -1.156
H -4.371 -0.541 -0.656
C 0.545 -4.518 -0.281
C 0.634 -3.220 0.573
C -0.605 -2.386 0.469
C -1.819 -2.874 -0.430
C -1.604 -3.918 -1.411
C -0.495 -4.708 -1.285
O 1.443 -5.321 0.004
H 1.706 -2.881 0.469
H 0.772 -3.475 1.636
H -1.002 -2.123 1.453
H -2.739 -2.929 0.163
H -2.385 -4.125 -2.156
H -0.375 -5.584 -1.907
C 4.799 -0.682 3.466
N 3.661 -0.037 4.053
C 3.860 0.823 5.198
C 2.671 1.732 5.394
C 1.392 0.927 5.434
N 1.343 -0.075 4.392
C 0.053 -0.679 4.121
C 2.440 -0.546 3.689
O 2.327 -1.344 2.744
H 4.862 -1.739 3.751
H 5.701 -0.172 3.795
H 4.729 -0.638 2.378
H 4.010 0.230 6.116
H 4.770 1.395 5.008
H 2.621 2.494 4.604
H 2.776 2.236 6.361
H 0.517 1.581 5.319
H 1.303 0.430 6.417
H 0.187 -1.643 3.623
H -0.500 -0.808 5.063
H -0.544 -0.032 3.456

Values from the calculation:
Total energy, eV: -61367.62023
Total charge: +4
Spin multiplicity: 3
Frontier orbital gap (spin up / spin down), eV: 5.32 / 5.31
Strongest force on any atom, eV Å⁻¹: 4.2
Energy relative to the best compared isomer or geometry (same formula, charge and spin), kcal/mol: 25.50

Per-atom Löwdin charges, elementary charge units: atom 1 (W): 1.008, atom 2 (P): 0.712, atom 3 (P): 0.726, atom 4 (P): 0.688, atom 5 (H): 0.057, atom 6 (C): -0.051, atom 7 (C): -0.045, atom 8 (H): 0.087, atom 9 (C): -0.202, atom 10 (C): -0.198, atom 11 (C): -0.189, atom 12 (C): -0.208, atom 13 (C): -0.211, atom 14 (C): -0.185, atom 15 (C): -0.212, atom 16 (C): -0.203, atom 17 (C): -0.208, atom 18 (H): 0.085, atom 19 (H): 0.109, atom 20 (H): 0.015, atom 21 (H): 0.061, atom 22 (H): 0.092, atom 23 (H): 0.059, atom 24 (H): 0.027, atom 25 (H): 0.084, atom 26 (H): 0.058, atom 27 (H): 0.088, atom 28 (H): 0.066, atom 29 (H): 0.087, atom 30 (H): 0.044, atom 31 (H): 0.053, atom 32 (H): 0.087, atom 33 (H): 0.058, atom 34 (H): 0.014, atom 35 (H): 0.088, atom 36 (H): 0.023, atom 37 (H): 0.058, atom 38 (H): 0.077, atom 39 (H): 0.077, atom 40 (H): 0.044, atom 41 (H): 0.090, atom 42 (H): 0.047, atom 43 (H): 0.054, atom 44 (H): 0.091, atom 45 (H): 0.055, atom 46 (H): 0.056, atom 47 (C): -0.372, atom 48 (C): -0.164, atom 49 (C): -0.375, atom 50 (C): -0.251, atom 51 (C): -0.031, atom 52 (C): 0.082, atom 53 (O): 0.153, atom 54 (H): 0.128, atom 55 (H): 0.097, atom 56 (H): 0.071, atom 57 (H): 0.125, atom 58 (H): 0.128, atom 59 (H): 0.155, atom 60 (C): 0.056, atom 61 (N): 0.055, atom 62 (C): -0.080, atom 63 (C): -0.116, atom 64 (C): -0.121, atom 65 (N): -0.016, atom 66 (C): 0.008, atom 67 (C): -0.424, atom 68 (O): 0.042, atom 69 (H): 0.153, atom 70 (H): 0.124, atom 71 (H): 0.124, atom 72 (H): 0.186, atom 73 (H): 0.158, atom 74 (H): 0.135, atom 75 (H): 0.152, atom 76 (H): 0.150, atom 77 (H): 0.166, atom 78 (H): 0.085, atom 79 (H): 0.134, atom 80 (H): 0.071